Entry 1:
Density functional theory data (wB97M-V/def2-TZVPD) for a single C2H2FN3 molecule in a non-equilibrium geometry.

Bonds (Å) are listed after each position.
Element x y z (Å)
1 C -0.84122 1.14861 0.08120  N3 1.227, H7 1.056
2 C 1.31406 0.16586 -0.02660  N4 1.250, F6 1.308
3 N -1.31742 0.01799 0.05360  C1 1.227, N5 1.359
4 N 0.82566 -0.98510 -0.03507  C2 1.250, N5 1.352
5 N -0.51807 -1.08055 0.08418  N3 1.359, N4 1.352, H8 1.008
6 F 2.57459 0.51287 -0.04559  C2 1.308
7 H -1.11051 2.16870 0.11293  C1 1.056
8 H -0.92709 -1.94838 -0.22465  N5 1.008

For the gap between HOMO and LUMO (spin up / spin down), the calculation gives 9.4 / 9.4 eV. The value obtained for the highest occupied orbital energy (spin up / spin down) is -9.15 / -9.15 eV. Its relative energy (zero: lowest compared OMol25 entry of this formula, charge and spin) is 4.4387 eV.

Entry 2:
Density functional theory data (wB97M-V/def2-TZVPD) for a single C2H7NO3S2 molecule in a non-equilibrium geometry.

Bonds (Å) are listed after each position.
Element x y z (Å)
1 C -1.53882 0.26765 0.00884  C2 1.512, H9 1.044, H10 1.036, H11 1.131
2 C -0.06502 0.53388 0.21828  C1 1.512, S3 1.946, O4 1.428, H12 1.186
3 S 0.21792 2.41861 -0.17456  C2 1.946, H13 1.301
4 O 0.87486 -0.23681 -0.53043  C2 1.428, S5 1.654
5 S 2.39834 -0.00022 0.06968  O4 1.654, N6 1.650, O7 1.383, O8 1.440
6 N 3.10724 -1.41074 -0.41055  S5 1.650, H14 0.976, H15 0.990
7 O 2.95441 0.97483 -0.73828  S5 1.383
8 O 2.30464 0.06249 1.50516  S5 1.440
9 H -1.96777 0.22987 -0.94185  C1 1.044
10 H -1.77189 -0.61761 0.49468  C1 1.036
11 H -2.13516 0.95315 0.68157  C1 1.131
12 H 0.36628 0.39953 1.31463  C2 1.186
13 H 0.32223 3.01933 0.97484  S3 1.301
14 H 3.11122 -2.20275 0.16024  N6 0.976
15 H 2.88275 -1.40696 -1.37456  N6 0.990

For the gap between HOMO and LUMO, the calculation gives 9.5 eV. The value obtained for the highest occupied orbital energy is -9.05 eV. Its SMILES is C[C@H](S)OS(N)(=O)=O. Its relative energy (zero: lowest compared OMol25 entry of this formula, charge and spin) is 1.5456 eV.

Entry 3:
Density functional theory data (wB97M-V/def2-TZVPD) for 12 unconnected molecules or ions with the total composition C30H54Cl4F18N3O14 in a non-equilibrium geometry.

Bonds (Å) are listed after each position.
Element x y z (Å)
1 N -9.60916 -28.20430 12.98848  H2 1.016, H3 1.102, H4 1.016, H5 1.025
2 H -9.83171 -28.70752 13.84227  N1 1.016
3 H -8.61238 -28.51127 12.63291  N1 1.102
4 H -9.44470 -27.21386 13.14222  N1 1.016
5 H -10.26660 -28.41621 12.23175  N1 1.025
6 N -5.48745 -26.66893 12.59101  H7 1.049, H8 1.014, H9 1.068, H10 1.020
7 H -6.01984 -27.57055 12.65372  N6 1.049
8 H -5.98693 -25.92714 13.06830  N6 1.014
9 H -5.61093 -26.53977 11.53830  N6 1.068
10 H -4.50285 -26.72520 12.85292  N6 1.020
11 N -7.77467 -24.99381 9.29005  H12 1.033, H13 1.079, H14 1.016, H15 1.025
12 H -8.46869 -25.64867 8.89512  N11 1.033
13 H -6.85779 -25.52850 9.48488  N11 1.079
14 H -8.10260 -24.60297 10.16822  N11 1.016
15 H -7.66927 -24.26742 8.57409  N11 1.025
16 O -5.78685 -26.75534 9.84155  C17 1.408
17 C -6.19735 -28.10150 9.79222  O16 1.408, C18 1.530, H20 1.109, H21 1.109
18 C -7.37482 -28.59165 10.63646  C17 1.530, O19 1.405, H22 1.100, H23 1.122
19 O -7.20073 -28.64164 12.02954  C18 1.405
20 H -5.31449 -28.74289 9.99082  C17 1.109
21 H -6.40382 -28.32340 8.72506  C17 1.109
22 H -7.72583 -29.56821 10.27070  C18 1.100
23 H -8.23561 -27.92173 10.37475  C18 1.122
24 C -10.75959 -24.45277 4.19437  C25 1.518, H33 1.090, H34 1.085, H35 1.089
25 C -10.24601 -24.93059 5.54057  C24 1.518, O26 1.467, H36 1.090, H37 1.088
26 O -9.98114 -26.36716 5.40504  C25 1.467, C27 1.282
27 C -9.45749 -26.98041 6.40175  O26 1.282, O28 1.204, C29 1.536
28 O -9.22560 -26.51212 7.48674  C27 1.204
29 C -9.16564 -28.46224 6.12325  C27 1.536, F30 1.346, F31 1.332, F32 1.318
30 F -7.83531 -28.66105 6.17516  C29 1.346
31 F -9.70114 -29.20189 7.09253  C29 1.332
32 F -9.62075 -28.87347 4.95718  C29 1.318
33 H -11.77613 -24.82660 4.07494  C24 1.090
34 H -10.13682 -24.81191 3.38188  C24 1.085
35 H -10.84443 -23.36833 4.25339  C24 1.089
36 H -11.04984 -24.84548 6.27117  C25 1.090
37 H -9.33675 -24.44817 5.89316  C25 1.088
38 C -4.90426 -27.26063 6.03003  C39 1.519, H47 1.088, H48 1.093, H49 1.091
39 C -5.83752 -26.14510 6.46903  C38 1.519, O40 1.431, H50 1.090, H51 1.088
40 O -5.88162 -25.17812 5.41484  C39 1.431, C41 1.302
41 C -6.51401 -24.06123 5.63300  O40 1.302, O42 1.199, C43 1.543
42 O -6.96626 -23.68355 6.67710  C41 1.199
43 C -6.57490 -23.15507 4.38602  C41 1.543, F44 1.346, F45 1.324, F46 1.336
44 F -7.04513 -23.86296 3.34281  C43 1.346
45 F -7.38550 -22.13047 4.60303  C43 1.324
46 F -5.35492 -22.70836 4.07507  C43 1.336
47 H -4.97869 -28.09947 6.71856  C38 1.088
48 H -3.87416 -26.89538 6.03423  C38 1.093
49 H -5.07131 -27.60781 5.00952  C38 1.091
50 H -5.38093 -25.71303 7.35997  C39 1.090
51 H -6.79415 -26.59585 6.72647  C39 1.088
52 C -10.37308 -31.73365 11.22061  C53 1.508, H61 1.089, H62 1.095, H63 1.088
53 C -11.81518 -31.30395 11.31661  C52 1.508, O54 1.445, H64 1.092, H65 1.087
54 O -12.22415 -30.58334 10.13233  C53 1.445, C55 1.302
55 C -12.11674 -29.28555 10.11108  O54 1.302, O56 1.202, C57 1.544
56 O -11.64404 -28.58938 10.97001  C55 1.202
57 C -12.76934 -28.66304 8.85834  C55 1.544, F58 1.325, F59 1.334, F60 1.331
58 F -12.83066 -29.49553 7.82883  C57 1.325
59 F -14.00993 -28.29800 9.18545  C57 1.334
60 F -12.07105 -27.59142 8.48948  C57 1.331
61 H -10.00329 -32.22394 12.12003  C52 1.089
62 H -9.74993 -30.84080 11.10241  C52 1.095
63 H -10.19839 -32.35724 10.34685  C52 1.088
64 H -11.98161 -30.68347 12.20007  C53 1.092
65 H -12.49906 -32.13919 11.44590  C53 1.087
66 C -2.93949 -30.15649 7.22926  C67 1.500, H75 1.091, H76 1.092, H77 1.097
67 C -1.51255 -30.60596 7.33141  C66 1.500, O68 1.449, H78 1.094, H79 1.086
68 O -1.26009 -31.35433 6.11637  C67 1.449, C69 1.319
69 C 0.00321 -31.46629 5.75544  O68 1.319, O70 1.186, C71 1.548
70 O 0.94658 -30.98090 6.28477  C69 1.186
71 C 0.18987 -32.36398 4.50842  C69 1.548, F72 1.342, F73 1.325, F74 1.337
72 F -0.98094 -32.78485 4.00587  C71 1.342
73 F 0.83668 -31.70964 3.55500  C71 1.325
74 F 0.88750 -33.44954 4.85664  C71 1.337
75 H -3.68242 -30.95493 7.23602  C66 1.091
76 H -3.07289 -29.52295 6.35045  C66 1.092
77 H -3.29340 -29.50721 8.04015  C66 1.097
78 H -1.33859 -31.27240 8.18074  C67 1.094
79 H -0.78225 -29.80823 7.43421  C67 1.086
80 C -7.09646 -32.21503 12.48801  C81 1.508, H89 1.096, H90 1.093, H91 1.083
81 C -7.03212 -31.36766 13.73317  C80 1.508, O82 1.424, H92 1.090, H93 1.097
82 O -7.32064 -32.07815 14.93361  C81 1.424, C83 1.319
83 C -6.48539 -33.03784 15.28124  O82 1.319, O84 1.182, C85 1.544
84 O -5.56634 -33.43012 14.64984  C83 1.182
85 C -6.85565 -33.67861 16.63649  C83 1.544, F86 1.330, F87 1.344, F88 1.331
86 F -6.95894 -34.99971 16.51714  C85 1.330
87 F -5.87728 -33.37835 17.50819  C85 1.344
88 F -8.00047 -33.21920 17.13748  C85 1.331
89 H -7.29836 -31.54544 11.64382  C80 1.096
90 H -7.97159 -32.86849 12.53123  C80 1.093
91 H -6.20147 -32.75967 12.21560  C80 1.083
92 H -7.63148 -30.46975 13.58351  C81 1.090
93 H -6.05343 -30.89251 13.87134  C81 1.097
94 C -3.51408 -30.47502 12.51598  C95 1.518, H103 1.095, H104 1.090, H105 1.094
95 C -2.61201 -29.86994 11.45572  C94 1.518, O96 1.437, H106 1.089, H107 1.086
96 O -1.50901 -29.22690 12.11619  C95 1.437, C97 1.297
97 C -1.63431 -28.03248 12.60496  O96 1.297, O98 1.198, C99 1.544
98 O -2.47080 -27.21892 12.33555  C97 1.198
99 C -0.47094 -27.67759 13.55680  C97 1.544, F100 1.316, F101 1.347, F102 1.333
100 F 0.37068 -28.67358 13.73758  C99 1.316
101 F 0.19948 -26.63145 13.03789  C99 1.347
102 F -0.98187 -27.29115 14.72567  C99 1.333
103 H -3.92340 -29.69784 13.16967  C94 1.095
104 H -3.06252 -31.23972 13.14788  C94 1.090
105 H -4.38545 -30.97727 12.08436  C94 1.094
106 H -3.20256 -29.21230 10.81974  C95 1.089
107 H -2.19985 -30.67469 10.85354  C95 1.086
108 Cl -7.80890 -34.14044 7.99539  C109 1.802
109 C -7.19277 -32.54991 7.41282  Cl108 1.802, C110 1.507, H112 1.088, H113 1.087
110 C -6.73537 -31.73037 8.59177  C109 1.507, Cl111 1.769, H114 1.084, H115 1.091
111 Cl -5.33661 -32.45364 9.39881  C110 1.769
112 H -8.01940 -32.10862 6.86036  C109 1.088
113 H -6.41388 -32.77721 6.68908  C109 1.087
114 H -7.55290 -31.61395 9.29457  C110 1.084
115 H -6.44776 -30.75071 8.20794  C110 1.091
116 Cl -1.12592 -27.26197 8.30208  C117 1.785
117 C -2.70871 -26.67239 8.87833  Cl116 1.785, C118 1.499, H120 1.089, H121 1.083
118 C -2.58856 -25.37540 9.61943  C117 1.499, Cl119 1.786, H122 1.087, H123 1.087
119 Cl -1.87694 -24.10831 8.58113  C118 1.786
120 H -3.05569 -27.44076 9.56722  C117 1.089
121 H -3.43328 -26.64021 8.07451  C117 1.083
122 H -1.92216 -25.46373 10.47378  C118 1.087
123 H -3.54753 -25.01873 9.98620  C118 1.087

For the gap between HOMO and LUMO, the calculation gives 8.2 eV. As for the net charge: +1. The value obtained for the highest occupied orbital energy is -11.24 eV. Its relative energy (zero: lowest compared OMol25 entry of this formula, charge and spin) is 0.0000 eV.